# C37H60Cl2F6N6O21S

A 7-piece molecular cluster, C37H60Cl2F6N6O21S overall at a distorted geometry (ωB97M-V/def2-TZVPD, the OMol25 dataset).

Its LUMO energy is -0.0044 Eh. The HOMO energy comes out at -8.04 eV.

Positions of all 133 atoms, in Å:
C 4.160338 4.103414 1.892009
C 5.280974 3.428787 1.031306
C 4.765300 2.568243 -0.186379
O 3.345835 2.533230 -0.354110
N 2.817539 1.274747 -0.262988
S 2.965085 0.447056 1.200615
C 1.877254 0.856222 -1.296147
C 1.762962 -0.698260 -1.470241
C 2.990543 -1.532245 -1.977245
C 4.346498 -1.403569 -1.232973
Cl 4.379465 -2.579602 0.190579
O 2.164313 1.617021 -2.455864
C 3.338390 1.337267 -3.167609
C 3.854252 2.700685 -3.788918
C 0.316788 1.343096 -1.035924
C -0.494278 1.159794 -2.389213
C -0.953879 2.463470 -3.166391
N -1.685371 1.916260 -4.369840
N -1.959369 3.289440 -2.503767
N 0.097464 3.287579 -3.740592
N -0.126564 0.671234 0.152833
C -1.105984 -0.129832 0.238901
C -2.634460 0.164885 -0.000046
C -0.880652 -1.601476 0.764521
O 0.436752 2.762173 -0.860004
C 0.100050 3.301024 0.377518
N 0.939260 2.954412 1.522553
C -1.475159 3.338096 0.714913
C -1.816692 2.942526 2.189586
C -3.391275 2.726918 2.253569
Cl -1.490917 4.393368 3.286470
H 3.647831 3.349137 2.530001
H 4.606166 4.904294 2.524217
H 3.405342 4.563944 1.214216
H 5.989972 4.211834 0.674145
H 5.863426 2.759925 1.716029
H 5.187938 3.049592 -1.110438
H 5.251943 1.570598 -0.116785
H 1.771494 0.342560 1.886200
H 1.479458 -1.186864 -0.504283
H 0.928822 -1.008896 -2.151029
H 3.181441 -1.340866 -3.064539
H 2.691492 -2.611743 -1.932091
H 4.659043 -0.386169 -0.935956
H 5.145998 -1.789291 -1.915768
H 4.161736 1.008935 -2.474970
H 3.276557 0.593608 -3.995899
H 4.891181 2.580059 -4.173378
H 3.181144 2.941739 -4.641020
H 3.871504 3.506473 -3.015643
H -1.448192 0.573363 -2.277213
H 0.061460 0.557541 -3.153399
H -1.164979 2.182327 -5.206279
H -1.670502 0.897232 -4.360929
H -2.659764 2.745611 -2.016601
H -1.560636 4.029732 -1.939904
H 0.796164 2.746384 -4.228786
H 0.496243 3.944351 -3.081023
H -3.171496 -0.771211 -0.299979
H -2.799027 0.892750 -0.822910
H -3.129282 0.493157 0.948403
H -1.768103 -1.924064 1.365653
H -0.050037 -1.503672 1.511244
H -0.624753 -2.304036 -0.053728
H 0.324110 4.399929 0.268664
H 0.970897 3.697542 2.207505
H 0.716363 2.053064 1.925958
H -2.024103 2.723492 -0.025721
H -1.875773 4.379206 0.590043
H -1.312212 2.026354 2.547482
H -3.922074 3.630467 2.619202
H -3.609408 1.879843 2.939020
H -3.793974 2.509977 1.233164
C 0.653499 -5.036951 2.630551
C 1.074380 -6.325391 1.988639
O 0.604523 -6.183973 0.660652
C 0.614002 -4.846885 0.400650
O 0.538082 -4.376987 -0.686892
O 0.729039 -4.118882 1.539752
F 0.453465 -7.391141 2.560794
H -0.371707 -5.071017 3.006882
H 1.315007 -4.737678 3.441990
H 2.154190 -6.492506 1.979197
C -1.468766 -9.272699 0.917127
C -1.088425 -10.651762 1.368251
O -2.071743 -11.465364 0.755866
C -2.442087 -10.815078 -0.383083
O -3.042789 -11.315749 -1.273309
O -2.028274 -9.520298 -0.371575
F -1.193545 -10.777724 2.715710
H -2.225064 -8.816468 1.560481
H -0.614557 -8.604510 0.851564
H -0.094506 -10.973499 1.047080
C -6.257824 3.449605 -2.884363
C -6.947483 2.631899 -3.936837
O -5.977939 1.651499 -4.258372
C -5.237711 1.471346 -3.133066
O -4.513070 0.551343 -2.948227
O -5.435417 2.477577 -2.240189
F -7.207515 3.369955 -5.043225
H -5.628390 4.233712 -3.311369
H -6.955708 3.901948 -2.180907
H -7.864790 2.142682 -3.599221
C -3.687464 -0.955676 5.453986
C -4.222943 -1.513194 4.168017
O -3.088476 -2.143785 3.601549
C -2.309210 -2.528988 4.649970
O -1.420935 -3.310507 4.569592
O -2.684129 -1.910280 5.799944
F -4.634749 -0.527185 3.331243
H -3.225801 0.026215 5.323294
H -4.448460 -0.885924 6.229807
H -5.024412 -2.245314 4.293194
C -2.662107 7.611250 4.199902
C -4.143651 7.833347 4.129444
O -4.254210 9.243399 4.188433
C -3.107435 9.734167 3.639576
O -2.963779 10.854999 3.282768
O -2.152009 8.772456 3.545696
F -4.776364 7.299058 5.205546
H -2.292995 7.581578 5.228020
H -2.350301 6.701909 3.687445
H -4.611054 7.467767 3.211429
C 6.507726 -4.560829 -2.513714
C 5.908917 -5.206471 -3.727723
O 6.996180 -5.937856 -4.263322
C 7.789236 -6.262673 -3.203727
O 8.638662 -7.088296 -3.232878
O 7.477228 -5.523999 -2.105812
F 5.514887 -4.278478 -4.637097
H 7.008374 -3.617528 -2.746154
H 5.773056 -4.384706 -1.728072
H 5.079470 -5.885627 -3.514913

Cartesian forces, eV/Å:
C 0.13 0.01 -0.53
C -0.26 -0.21 0.74
C 1.47 0.72 -0.40
O 0.08 1.02 0.38
N -0.28 -2.11 0.59
S 0.32 -0.44 0.26
C -1.98 0.21 -0.83
C 0.73 -1.31 0.39
C 0.05 0.05 -0.39
C 0.28 -0.87 -0.83
Cl 0.14 0.70 -0.54
O -0.07 -1.13 -0.13
C 2.46 1.34 -0.05
C -0.38 -0.79 0.15
C 0.63 1.56 -0.78
C -0.64 -0.39 -0.23
C -0.66 -0.88 -1.56
N 0.59 -0.57 0.11
N 0.77 0.42 -0.16
N -0.86 0.65 0.45
N 0.44 -1.60 -1.07
C -1.90 -1.27 0.67
C 0.37 -0.64 -1.02
C -0.14 1.92 1.83
O -0.13 -0.45 0.58
C -0.57 2.93 1.52
N -0.10 -0.56 -0.96
C 0.64 -0.18 0.25
C -2.21 0.34 -1.37
C 0.33 -0.10 0.05
Cl 0.44 -0.99 -0.23
H 0.30 0.58 -0.50
H -0.30 -0.61 -0.33
H 0.44 -0.31 0.60
H -0.56 -0.59 0.09
H -0.37 0.52 -0.59
H -0.51 -0.44 0.60
H -0.81 0.38 -0.10
H 0.29 0.66 -0.64
H 0.26 0.84 -0.59
H 0.61 0.83 0.46
H -0.10 0.00 0.90
H 0.21 0.88 0.02
H -0.51 -0.74 0.26
H -0.63 0.27 0.63
H -0.81 0.02 -0.48
H -0.48 0.32 0.64
H -0.69 -0.03 0.13
H 0.53 0.27 0.58
H -0.27 -0.65 -0.66
H 0.88 0.48 0.33
H -0.09 0.64 0.90
H -0.29 0.18 0.25
H -0.17 0.17 0.01
H 0.17 0.08 -0.04
H -0.08 -0.35 0.20
H 0.05 -0.02 0.47
H 0.29 -0.44 -0.01
H 0.54 0.68 0.20
H -0.04 -0.29 0.80
H 0.73 -0.16 -0.69
H 0.60 -0.06 -0.81
H -0.35 -0.49 -0.88
H -0.18 0.56 0.42
H 0.02 -1.01 -0.29
H -0.09 -0.18 -0.06
H 0.01 0.28 0.10
H 0.32 0.12 0.84
H 0.45 -0.81 -0.02
H 0.02 0.89 -0.02
H 0.46 -0.57 -0.16
H -0.11 0.56 -0.46
H 0.34 0.02 0.91
C -0.01 0.38 0.70
C -0.24 -0.30 0.08
O 0.37 0.22 0.21
C -0.11 0.63 -0.46
O -0.05 -0.08 0.08
O 0.06 -0.57 -0.29
F 0.12 -0.07 -0.04
H 0.07 -0.15 -0.05
H 0.00 0.18 -0.17
H -0.08 -0.19 0.04
C 0.23 0.73 -0.12
C -0.29 -0.21 0.53
O 0.44 0.31 -0.22
C -0.53 -0.13 -0.65
O 0.03 0.06 0.16
O 0.04 -0.41 0.22
F 0.10 -0.10 -0.03
H 0.05 -0.21 0.12
H -0.11 -0.03 -0.25
H -0.02 -0.05 0.17
C -0.04 0.61 0.51
C 0.09 0.18 -0.63
O -0.28 0.05 0.60
C 0.65 -0.35 -0.04
O 0.01 0.04 0.10
O -0.14 -0.20 -0.27
F -0.11 -0.10 0.01
H -0.06 -0.13 -0.19
H 0.12 -0.18 0.12
H -0.04 0.06 -0.16
C -0.16 0.33 0.66
C -0.07 0.34 -0.50
O -0.23 -0.16 0.49
C 0.55 -0.23 0.20
O 0.00 0.07 -0.07
O -0.07 -0.14 -0.50
F -0.05 -0.10 -0.04
H -0.07 -0.05 -0.20
H 0.17 -0.17 0.07
H -0.04 0.10 -0.14
C 0.61 -0.52 -0.11
C -0.28 0.07 0.55
O 0.19 -0.38 -0.40
C 0.35 0.78 -0.18
O -0.03 -0.15 0.11
O -0.44 0.05 0.08
F -0.11 -0.01 -0.10
H -0.24 0.04 0.04
H 0.03 0.30 -0.09
H -0.11 -0.05 0.13
C -0.20 0.38 0.72
C 0.06 0.29 -0.55
O -0.31 -0.06 0.50
C 0.73 -0.44 0.10
O -0.09 0.15 -0.03
O -0.16 -0.10 -0.40
F -0.09 -0.09 -0.03
H -0.07 -0.07 -0.22
H 0.15 -0.13 0.11
H -0.05 0.10 -0.15